No. 1
DFT (wB97M-V/def2-TZVPD) results for a molecular structure, C4H4Cl2CoFeN2O3S at a distorted geometry.

Last column: Löwdin spin population.
Atoms and positions in Å:
Fe: -0.003 -5.252 -3.215  3.95
Co: -0.285 1.080 0.094  2.64
Cl: -0.322 -3.640 -1.902  0.79
Cl: -1.045 -0.582 -0.939  0.27
C: 1.174 2.068 0.291  0.09
C: 0.187 -7.258 -3.581  0.05
C: 0.194 -4.656 -4.944  0.08
O: 2.251 2.532 0.277  0.04
O: 0.390 -7.958 -4.488  0.05
O: 0.232 -4.383 -6.071  0.08
N: -0.542 4.168 2.110  -0.02
C: -0.323 3.080 2.884  0.07
N: -0.071 3.375 4.176  0.17
S: -0.192 1.453 2.371  0.74
H: -0.918 4.996 2.545  0.00
H: -0.652 4.099 1.115  0.00
H: 0.222 2.594 4.762  0.00
H: -0.297 4.285 4.515  0.00

Properties
Orbital gap (spin up / spin down): 0.3113 / 0.1715 Ha
Expectation value of S²: 24.803
Total charge: +4
ΔE to the lowest compared entry with this formula, charge and spin: 0.000 eV
Multiplicity: 10
LUMO energy (spin up / spin down): -14.721 / -18.558 eV

***

No. 2
DFT (wB97M-V/def2-TZVPD) results for 2 unconnected molecules or ions with the total composition C5H11N2 at a distorted geometry.

Last column: Löwdin charge in e.
Atoms and positions in Å:
C: -1.733 -0.170 -0.218  -0.15
C: -0.847 -0.594 -1.177  0.09
C: -2.606 0.682 0.519  0.04
C: 2.005 1.028 -0.382  -0.08
C: 1.126 -1.004 0.829  -0.12
N: -1.324 -1.439 -0.216  0.24
N: 1.480 -0.337 -0.350  -0.15
H: -0.534 -0.480 -2.146  0.11
H: -2.277 0.912 1.482  0.09
H: -3.525 0.195 0.600  0.10
H: -2.860 1.717 0.192  0.13
H: 3.102 1.088 -0.278  0.09
H: 1.818 1.365 -1.395  0.08
H: 1.670 1.736 0.454  0.12
H: 1.973 -1.631 1.196  0.12
H: 0.723 -0.591 1.659  0.06
H: 0.193 -1.657 0.492  0.09
H: 1.617 -0.819 -1.259  0.15

Properties
Orbital gap (spin up / spin down): 0.3133 / 0.3133 Ha
Total charge: +1
ΔE to the lowest compared entry with this formula, charge and spin: 5.295 eV
LUMO energy (spin up / spin down): -4.803 / -4.803 eV

***

No. 3
DFT (wB97M-V/def2-TZVPD) results for a molecular structure, C25H25N6O8PdS3 at a distorted geometry.

Last column: Löwdin charge in e.
Atoms and positions in Å:
Pd: -0.623 0.031 -0.096  0.84
C: 0.653 4.148 7.137  -0.05
C: 0.242 3.229 6.024  -0.27
C: 0.123 1.859 6.241  -0.04
C: -0.241 1.006 5.215  -0.05
C: -0.482 1.526 3.955  -0.29
C: -0.368 2.881 3.713  -0.04
C: -0.009 3.725 4.754  -0.02
S: -0.927 0.404 2.659  0.58
O: -1.879 -0.570 3.161  -0.32
O: -1.468 1.253 1.523  -0.40
N: 0.330 -0.300 2.125  -0.26
C: 1.513 0.543 1.968  -0.21
C: 1.474 1.631 0.905  -0.61
O: 2.020 2.701 1.068  0.07
O: 0.823 1.406 -0.226  -0.20
H: 0.363 3.748 8.106  0.07
H: 0.202 5.132 7.022  0.08
H: 1.736 4.280 7.144  0.08
H: 0.307 1.460 7.228  0.11
H: -0.349 -0.054 5.385  0.12
H: -0.554 3.269 2.724  0.11
H: 0.075 4.788 4.569  0.12
H: 2.314 -0.148 1.676  0.12
H: 1.809 1.051 2.896  0.11
N: 0.194 0.510 -2.931  0.10
C: -0.324 -0.579 -2.304  -0.85
S: 0.678 -1.502 -1.251  0.74
N: -1.601 -0.905 -2.671  0.06
C: -2.288 -2.141 -2.616  -0.26
C: -1.644 -3.370 -2.706  -0.05
C: -2.396 -4.532 -2.676  -0.08
C: -3.773 -4.488 -2.575  -0.10
C: -4.414 -3.261 -2.511  -0.08
C: -3.678 -2.092 -2.530  -0.03
H: 0.971 0.917 -2.422  0.08
H: -0.492 1.214 -3.187  0.10
H: -2.176 -0.102 -2.900  0.13
H: -0.579 -3.426 -2.799  0.08
H: -1.890 -5.485 -2.740  0.10
H: -4.347 -5.403 -2.552  0.10
H: -5.491 -3.208 -2.431  0.11
H: -4.175 -1.135 -2.451  0.11
O: -2.031 -1.735 0.489  -0.08
H: -1.277 -2.333 0.571  0.04
H: -2.171 -1.411 1.408  0.03
O: -8.427 4.993 -0.880  -0.38
S: -8.278 6.086 0.062  0.39
O: -8.494 5.731 1.455  -0.37
O: -8.867 7.342 -0.355  -0.37
C: -6.478 6.419 0.064  -0.35
N: -6.078 7.633 0.405  0.12
C: -4.773 7.835 0.455  -0.13
C: -3.840 6.849 0.159  0.00
C: -4.371 5.610 -0.198  -0.22
N: -5.686 5.410 -0.235  0.16
C: -3.543 4.431 -0.571  -0.13
C: -2.156 4.468 -0.687  0.00
C: -1.474 3.321 -1.063  -0.14
N: -2.079 2.160 -1.321  0.02
C: -3.404 2.129 -1.192  -0.14
C: -4.176 3.217 -0.832  0.02
H: -4.447 8.831 0.740  0.10
H: -2.783 7.048 0.217  0.09
H: -1.588 5.366 -0.496  0.10
H: -0.390 3.319 -1.131  0.10
H: -3.881 1.171 -1.378  0.09
H: -5.249 3.150 -0.748  0.12

Properties
Orbital gap (spin up / spin down): 0.2086 / 0.2076 Ha
Total charge: -1
ΔE to the lowest compared entry with this formula, charge and spin: 2.528 eV
LUMO energy (spin up / spin down): 0.341 / 0.313 eV